Record 1
Entry from the OMol25 dataset: 10 unconnected molecules or ions with the total composition C31H52N12OP (ωB97M-V/def2-TZVPD).

```
97
Properties=species:S:1:pos:R:3:forces:R:3
C -0.137 4.598 2.965 0.3613 -0.3462 0.2306
C -0.227 3.382 2.064 -0.7386 -0.2626 0.5046
C -1.184 3.589 0.912 0.6232 0.2656 -0.7206
C -0.979 2.687 -0.305 -0.4131 -0.3800 0.4262
C -0.669 1.205 -0.011 -0.2681 -0.0957 -0.6204
C -1.711 0.255 -0.625 0.1763 -0.5215 0.3996
C -1.178 -0.916 -1.407 0.2645 -0.0163 0.5762
C -1.595 -1.024 -2.695 -0.0769 0.3707 0.3201
C -1.176 -2.073 -3.477 -0.2014 0.0500 -0.9560
N -0.411 -3.022 -3.056 0.4319 -0.6270 0.2257
N -0.031 -2.938 -1.778 -0.1836 -0.4449 0.3466
P 1.005 -4.322 -1.300 1.4763 -0.5413 -0.4385
N 2.518 -4.039 -1.255 -0.6994 0.2525 -0.2057
C -0.324 -1.960 -0.918 -0.7599 0.4950 -0.5176
C 0.232 -2.024 0.455 0.3447 0.1484 -0.1449
C 1.742 -1.655 0.471 0.2324 0.3433 0.5997
C 2.183 -0.841 1.678 -0.3673 -0.1768 -0.0594
O 2.077 -1.029 -0.759 -0.1303 0.0619 -0.3634
H 0.613 5.299 2.632 -0.0118 0.2801 -0.2354
H -1.095 5.083 3.088 -0.3077 0.2076 -0.0623
H 0.181 4.272 3.943 0.1307 0.0286 0.4588
H 0.749 3.052 1.742 0.4624 0.0599 -0.2888
H -0.606 2.570 2.675 -0.0136 -0.3607 0.1080
H -2.219 3.530 1.229 -0.2306 -0.0583 0.3580
H -1.044 4.610 0.564 -0.1478 0.3125 -0.1495
H -1.904 2.719 -0.869 -0.1872 0.1340 -0.3266
H -0.220 3.084 -0.965 0.3253 0.1787 -0.0408
H 0.272 0.965 -0.476 0.5979 -0.1193 0.0037
H -0.581 0.978 1.037 0.1171 0.1334 0.5058
H -2.352 0.791 -1.309 -0.1643 0.2166 -0.2119
H -2.379 -0.156 0.127 -0.1110 -0.0020 0.3951
H -2.260 -0.295 -3.116 -0.1914 0.2171 -0.1864
H -1.512 -2.098 -4.495 0.0851 -0.3046 -0.4021
H 0.407 -4.771 -0.113 -0.3075 0.0081 -0.1143
H 0.653 -5.265 -2.270 -0.5706 0.1048 0.0615
H 2.735 -3.069 -1.465 0.4416 -0.0351 0.1455
H 0.169 -3.021 0.869 -0.2848 -0.2422 0.0727
H -0.358 -1.401 1.100 -0.2189 0.5463 0.3012
H 2.281 -2.588 0.530 0.0626 -0.2982 -0.1343
H 2.436 0.176 1.417 -0.1942 0.1381 0.0399
H 1.451 -0.826 2.475 -0.2254 -0.0217 0.1501
H 3.078 -1.282 2.079 0.3858 -0.0059 0.2228
H 2.724 -0.331 -0.580 0.1863 0.0691 0.0614
C -3.154 -4.052 -5.653 0.1767 -0.2111 -0.0479
C -4.555 -4.424 -5.720 -0.1719 -0.0341 -0.0027
N -5.660 -4.730 -5.758 0.0465 0.1219 -0.0809
H -2.836 -4.041 -4.613 0.0191 -0.0624 0.0227
H -2.552 -4.773 -6.204 0.0073 -0.0369 0.0346
H -3.013 -3.065 -6.078 -0.0173 0.0627 -0.0286
C -4.268 1.379 2.555 -0.0853 0.0234 0.0230
C -3.070 0.693 3.015 0.1439 -0.0642 0.0002
N -2.119 0.152 3.362 0.0304 -0.0175 -0.1358
H -5.029 0.651 2.284 -0.0320 0.0027 0.0057
H -4.653 2.019 3.347 -0.0272 0.0219 0.0006
H -4.030 1.991 1.687 -0.0123 0.0211 -0.0095
C 3.520 1.138 6.482 -0.0097 0.0115 -0.0185
C 3.472 0.806 5.068 -0.0397 -0.0132 -0.1581
N 3.431 0.538 3.952 0.0348 0.1246 0.1457
H 4.061 2.072 6.621 0.0115 0.0042 0.0074
H 2.508 1.249 6.868 -0.0054 -0.0040 0.0069
H 4.025 0.349 7.036 -0.0311 0.0251 -0.0552
C 3.735 3.780 -0.149 0.0419 0.0388 -0.1086
C 3.849 2.342 0.025 0.1322 -0.1761 0.1465
N 3.962 1.211 0.189 -0.0619 0.1528 -0.4338
H 4.001 4.044 -1.171 0.0061 0.0168 -0.0102
H 2.718 4.102 0.056 -0.0100 0.0377 0.0524
H 4.404 4.289 0.540 -0.0374 0.0306 0.0474
C -4.726 -0.290 -8.263 -0.0442 0.0269 -0.0883
C -4.164 -0.633 -6.969 -0.0072 -0.0203 0.1671
N -3.732 -0.910 -5.942 0.1270 0.1193 0.0423
H -5.769 -0.597 -8.301 -0.0190 -0.0078 -0.0061
H -4.662 0.784 -8.419 -0.0028 0.0190 -0.0169
H -4.174 -0.800 -9.050 0.0010 -0.0019 -0.0257
C 4.241 -3.067 -3.871 -0.0272 -0.0108 0.0055
C 5.264 -2.771 -4.862 0.1148 0.0364 -0.0784
N 6.070 -2.536 -5.643 -0.0135 0.0120 -0.0183
H 3.289 -3.240 -4.371 -0.0324 -0.0187 0.0256
H 4.508 -3.955 -3.304 -0.0156 -0.0122 0.0310
H 4.138 -2.226 -3.187 0.0034 0.0129 0.0157
C 1.085 8.149 1.816 -0.0446 0.0648 -0.0068
C 2.080 7.089 1.802 0.2000 0.0167 -0.0117
N 2.870 6.257 1.799 -0.0216 0.0044 -0.0604
H 0.100 7.734 1.614 -0.0324 -0.0072 0.0071
H 1.076 8.631 2.792 -0.0099 0.0165 0.0178
H 1.325 8.889 1.056 -0.0032 0.0254 -0.0095
C -6.988 -7.077 -3.920 -0.0369 -0.0645 0.0219
C -6.431 -7.752 -2.758 0.0480 -0.0833 0.1031
N -5.972 -8.277 -1.846 0.0235 0.0326 0.0144
H -6.200 -6.555 -4.453 -0.0671 0.0143 -0.0447
H -7.452 -7.802 -4.585 -0.0116 -0.0085 -0.0113
H -7.737 -6.354 -3.604 -0.0161 0.0286 -0.0232
C 4.854 1.714 10.656 0.0190 0.0521 0.0600
C 4.826 0.595 9.727 0.0188 -0.1746 -0.0275
N 4.801 -0.289 8.997 0.0353 0.0382 0.1281
H 4.446 2.602 10.178 -0.0028 0.0263 0.0100
H 4.259 1.476 11.535 -0.0071 0.0084 0.0239
H 5.879 1.912 10.962 0.0148 0.0165 0.0169
```
Positions in Å, forces in eV/Å.

Summary:
- E_LUMO: -3.94 eV
- Energy: -2285.71220 hartree
- Highest occupied orbital energy: -11.96 eV
- Net charge: +1
- Kohn-Sham gap: 8.0 eV


Record 2
Entry from the OMol25 dataset: a molecular structure, C35H39BrClN2O3Pd (ωB97M-V/def2-TZVPD).

```
82
Properties=species:S:1:pos:R:3:forces:R:3
Pd -0.433 0.294 -0.421 0.0722 -0.3122 -1.1469
C -1.573 -3.673 0.743 -0.0136 -0.0078 -0.1100
C -2.239 -2.566 -0.080 0.0336 -0.0382 -0.4255
C -3.728 -2.464 0.253 0.1191 0.0382 -0.0381
C -1.951 -2.784 -1.579 0.0118 -0.5101 0.7917
C -2.779 -3.595 -2.336 -0.1883 0.0754 -0.0837
C -2.448 -3.955 -3.634 -0.0268 -0.0077 -0.0072
C -1.256 -3.517 -4.178 0.0539 0.0468 0.0238
C -0.389 -2.702 -3.450 -0.0306 0.0351 -0.0335
C 0.919 -2.261 -4.089 -0.0053 -0.0571 0.0441
C 1.827 -3.466 -4.351 0.0264 0.0284 0.0263
C 0.691 -1.472 -5.376 -0.0335 0.0501 0.0053
C -0.750 -2.335 -2.146 0.2051 0.1013 -0.1857
N 0.116 -1.526 -1.358 0.0341 -0.1136 0.4019
C 1.176 -2.141 -0.908 -0.1617 0.0326 -0.0041
C 2.071 -1.567 -0.007 0.2104 0.1731 -0.2429
C 3.173 -2.157 0.644 -0.0818 -0.0257 -0.0023
C 3.670 -1.177 1.482 0.0547 0.0544 -0.0119
C 2.859 -0.029 1.279 0.0215 0.0761 -0.0780
N 1.906 -0.260 0.378 -0.2294 -0.0173 0.2802
C 3.055 1.320 1.932 -0.1218 -0.1442 0.0019
C 4.226 2.046 1.261 0.0007 0.0228 0.0321
C 3.335 1.148 3.426 0.0306 -0.0402 0.0132
C 1.798 2.161 1.733 -0.2359 0.0537 -0.0675
H -1.716 -3.495 1.811 -0.0137 0.0105 0.0033
H -0.500 -3.714 0.552 -0.0025 -0.0079 0.0167
H -2.002 -4.649 0.495 0.0090 0.0007 0.0043
H -1.767 -1.624 0.213 -0.0620 -0.0233 -0.0231
H -4.245 -3.416 0.120 -0.0108 -0.0352 -0.0198
H -4.221 -1.712 -0.365 -0.0257 0.0095 -0.0111
H -3.852 -2.170 1.298 0.0232 -0.0020 -0.0073
H -3.706 -3.951 -1.906 -0.0327 -0.0548 0.0166
H -3.114 -4.587 -4.209 0.0096 0.0029 -0.0065
H -0.990 -3.808 -5.188 0.0056 0.0154 0.0081
H 1.431 -1.599 -3.394 -0.0069 0.0316 0.0522
H 1.374 -4.149 -5.074 -0.0157 -0.0031 -0.0024
H 2.019 -4.031 -3.437 -0.0006 0.0046 0.0052
H 2.787 -3.138 -4.757 -0.0039 -0.0006 -0.0006
H 0.196 -2.082 -6.137 -0.0126 0.0100 -0.0020
H 1.647 -1.137 -5.786 0.0159 -0.0127 -0.0027
H 0.072 -0.594 -5.192 0.0434 -0.0329 -0.0109
H 1.351 -3.170 -1.224 0.0021 -0.0377 0.0061
H 3.527 -3.170 0.519 -0.0100 -0.0180 0.0012
H 4.511 -1.262 2.154 0.0226 0.0139 -0.0014
H 5.153 1.485 1.396 0.0003 0.0052 0.0062
H 4.362 3.046 1.685 -0.0089 0.0040 0.0073
H 4.043 2.146 0.191 -0.0004 0.0087 -0.0064
H 4.250 0.577 3.593 0.0031 -0.0041 0.0178
H 2.518 0.612 3.912 -0.0128 0.0126 0.0066
H 3.452 2.124 3.905 0.0076 0.0071 0.0003
H 1.693 2.460 0.690 0.0938 -0.0547 0.0344
H 1.870 3.086 2.319 0.0070 -0.0381 -0.0053
H 0.325 1.554 2.945 0.2215 0.1806 0.0922
Br -4.092 1.452 1.741 -0.0329 0.0043 0.0318
C -3.580 3.282 1.885 -0.0242 -0.0413 -0.0089
C -4.510 4.090 2.532 0.0018 -0.0016 0.0025
C -4.265 5.441 2.704 0.0101 0.0018 -0.0040
C -3.081 5.987 2.227 -0.0029 -0.0025 0.0007
C -2.166 5.171 1.588 0.0072 -0.0228 -0.0066
C -2.384 3.805 1.398 0.0296 0.0208 -0.0243
C -1.264 3.041 0.670 0.1034 0.0926 0.1309
O -0.247 3.668 0.387 -0.1660 0.1041 -0.1297
O -1.531 1.824 0.456 0.1042 0.0048 0.0333
H -5.427 3.647 2.897 0.0005 0.0004 0.0001
H -4.998 6.059 3.208 -0.0002 0.0018 -0.0004
H -2.874 7.042 2.353 -0.0015 0.0028 0.0000
H -1.231 5.558 1.205 0.0055 0.0092 -0.0012
Cl -0.359 2.785 -2.596 0.0248 0.0334 0.0097
C -1.165 1.685 -3.663 -0.0478 0.0182 0.0151
C -1.151 1.955 -5.026 -0.0184 -0.0193 0.0184
C -1.832 1.128 -5.905 0.0069 -0.0182 0.0191
C -2.506 0.019 -5.410 0.0089 0.0288 0.0057
C -2.497 -0.240 -4.049 -0.0392 -0.0798 -0.0211
C -1.847 0.590 -3.129 -0.0154 -0.1258 0.0692
C -2.033 0.330 -1.666 0.0175 0.1952 0.1521
H -0.613 2.824 -5.381 0.0035 -0.0001 -0.0006
H -1.823 1.345 -6.966 -0.0053 -0.0037 -0.0008
H -3.029 -0.653 -6.079 0.0006 0.0119 -0.0138
H -3.022 -1.112 -3.670 0.0279 0.0647 -0.0181
H -2.522 -0.641 -1.551 -0.1304 0.4839 -0.0308
H -2.645 1.130 -1.240 0.0174 -0.2022 -0.0503
O 0.601 1.457 2.031 0.1232 -0.0674 0.4598
```
Positions in Å, forces in eV/Å.

Summary:
- E_LUMO: 2.66 eV
- Energy: -4854.52741 hartree
- Highest occupied orbital energy: -4.50 eV
- Net charge: -1
- Kohn-Sham gap: 7.2 eV


> The highest Kohn-Sham gap belongs to which entry?

C31H52N12OP